CH3NS2 | ωB97M-V/def2-TZVPD

The geometry in XYZ format:
```
7
Properties=species:S:1:pos:R:3:forces:R:3:lowdin_charge:R:1
N -3.47052 -1.69792 0.54164 -0.1 0.1 -0.5 0.120
C -3.05407 -0.66666 0.09097 -0.2 -1.0 1.3 -0.860
S -2.42278 0.73958 -0.05678 0.0 1.0 -0.7 0.710
H -3.77450 -2.57586 0.17370 -0.1 -0.1 -0.2 0.079
S 0.73158 1.25144 0.41210 -1.9 1.2 0.7 0.477
H 0.23304 0.11255 -0.03283 0.3 -0.5 -0.2 -0.254
H 1.97054 1.04455 0.19705 1.9 -0.7 -0.5 -0.272
```
Positions in Å, forces in eV/Å.

SMILES: N=C=S.S
2S+1: 1
E_tot, hartree: -891.002312
Gap between HOMO and LUMO, eV: 10.169
ΔE to the lowest compared entry with this formula, charge and spin, eV: 0.7076
LUMO, eV: 0.611
Net charge: 0



CH3NS2 | ωB97M-V/def2-TZVPD

The geometry in XYZ format:
```
7
Properties=species:S:1:pos:R:3:forces:R:3:lowdin_charge:R:1
C -0.66342 0.37990 0.49797 -2.1 0.9 2.8 -0.874
N -0.09419 -0.70830 0.24936 2.5 -3.2 -1.4 -0.100
S -1.48756 0.51039 1.95068 0.2 -0.2 0.0 0.603
S 1.59420 -0.62622 -1.58694 -1.4 1.5 1.3 0.428
H -0.84639 1.09226 -0.20906 0.3 1.9 -2.1 0.019
H -0.14027 -1.42520 1.05169 0.9 1.0 -1.4 0.104
H 1.63762 0.77716 -1.95369 -0.4 -2.0 0.9 -0.180
```
Positions in Å, forces in eV/Å.

2S+1: 1
E_tot, hartree: -890.885569
Gap between HOMO and LUMO (spin up / spin down), eV: 5.602 / 5.585
ΔE to the lowest compared entry with this formula, charge and spin, eV: 3.8843
LUMO (spin up / spin down), eV: -3.172 / -3.179
Net charge: 0



CH3NS2 | ωB97M-V/def2-TZVPD

The geometry in XYZ format:
```
7
Properties=species:S:1:pos:R:3:forces:R:3:lowdin_charge:R:1
C -0.43810 0.46711 0.31831 -1.0 2.0 0.3 -1.110
N 1.08163 -1.09691 1.50097 2.3 -2.2 3.0 -0.370
S -1.35270 1.67199 0.86051 1.2 -1.9 -0.6 0.635
S 0.71918 -0.65645 0.07528 -1.0 0.7 -1.5 0.766
H -0.78022 0.56707 -1.85818 -0.5 0.5 -1.1 -0.024
H 1.88007 -1.81063 1.60071 -1.4 1.3 -0.7 0.040
H -1.10987 0.85783 -2.49760 0.4 -0.4 0.7 0.062
```
Positions in Å, forces in eV/Å.

2S+1: 3
E_tot, hartree: -890.852594
Gap between HOMO and LUMO (spin up / spin down), eV: 7.532 / 8.826
ΔE to the lowest compared entry with this formula, charge and spin, eV: 1.6579
LUMO (spin up / spin down), eV: -0.143 / -1.781
Net charge: 0



CH3O2 | ωB97M-V/def2-TZVPD

The geometry in XYZ format:
```
6
Properties=species:S:1:pos:R:3:forces:R:3:lowdin_charge:R:1
C 2.29791 0.95640 -1.49519 -2.2 -0.2 0.4 0.080
O -1.12492 -0.34039 0.69347 0.8 -5.4 -6.1 0.358
O 1.17477 0.82715 -1.27611 2.1 0.1 -0.2 -0.016
H -0.97244 0.17209 1.42508 1.1 2.1 3.7 0.133
H -0.92479 -1.35312 0.71087 -1.3 1.5 1.7 0.260
H -0.45053 -0.26212 -0.05812 -0.6 1.9 0.5 0.185
```
Positions in Å, forces in eV/Å.

2S+1: 1
E_tot, hartree: -190.027252
Gap between HOMO and LUMO, eV: 11.657
ΔE to the lowest compared entry with this formula, charge and spin, eV: 0.7192
LUMO, eV: -5.598
Net charge: +1



CH3O2S | ωB97M-V/def2-TZVPD

The geometry in XYZ format:
```
7
Properties=species:S:1:pos:R:3:forces:R:3:lowdin_charge:R:1
C -2.35044 -0.18134 -0.05483 1.3 0.9 -0.5 0.084
O 2.91109 -0.90278 -0.87868 0.5 -0.5 -2.5 -0.704
O 2.91981 1.08934 0.64190 0.6 2.9 -0.1 -0.703
S 2.69189 -0.32928 0.44139 -1.2 -2.4 2.7 0.417
H -2.08901 0.17606 -1.02944 -0.1 -1.0 -1.2 -0.021
H -2.55212 0.73685 0.39009 -1.5 1.4 1.5 -0.052
H -1.53123 -0.58886 0.48958 0.3 -1.3 0.2 -0.021
```
Positions in Å, forces in eV/Å.

2S+1: 3
E_tot, hartree: -588.491362
Gap between HOMO and LUMO (spin up / spin down), eV: 4.770 / 6.394
ΔE to the lowest compared entry with this formula, charge and spin, eV: 0.4133
LUMO (spin up / spin down), eV: 3.918 / 2.122
Net charge: -1



CH3O3 | ωB97M-V/def2-TZVPD

The geometry in XYZ format:
```
7
Properties=species:S:1:pos:R:3:forces:R:3:lowdin_charge:R:1
O -1.82185 1.45382 -0.76870 0.1 0.8 0.9 -0.104
H -2.32093 2.08799 -0.20568 0.7 -0.8 -0.6 0.032
H -0.96302 1.33231 -0.30404 -0.6 -0.2 -0.3 0.033
O 0.74129 -2.24160 0.83454 -0.1 -0.6 -0.8 -0.143
O 1.19112 -0.06043 0.72667 -0.4 0.4 -0.5 -0.184
C 1.23190 -1.24249 0.28772 0.6 0.9 1.7 -0.709
H 1.94151 -1.32961 -0.57050 -0.3 -0.5 -0.5 0.075
```
Positions in Å, forces in eV/Å.

2S+1: 1
E_tot, hartree: -265.675080
Gap between HOMO and LUMO, eV: 7.871
ΔE to the lowest compared entry with this formula, charge and spin, eV: 0.6189
LUMO, eV: 3.982
Net charge: -1



CH3O3 | ωB97M-V/def2-TZVPD

The geometry in XYZ format:
```
7
Properties=species:S:1:pos:R:3:forces:R:3:lowdin_charge:R:1
O 0.65653 0.59733 0.17418 -0.2 0.4 0.9 -0.178
C -0.05265 0.44568 1.22487 0.4 -0.8 -2.2 -0.642
O -1.15882 -0.10445 1.31156 -0.2 0.2 0.3 -0.114
H 0.45119 0.80149 2.11285 0.2 0.4 1.2 0.070
H 0.74420 -0.48592 -1.33347 -0.6 -0.2 0.0 -0.003
H -0.69300 -0.36628 -1.58229 0.1 -0.2 0.1 0.008
O 0.05255 -0.88785 -1.90769 0.3 0.2 -0.3 -0.141
```
Positions in Å, forces in eV/Å.

2S+1: 1
E_tot, hartree: -265.688010
Gap between HOMO and LUMO, eV: 9.026
ΔE to the lowest compared entry with this formula, charge and spin, eV: 0.2671
LUMO, eV: 4.677
Net charge: -1



CH3O3 | ωB97M-V/def2-TZVPD

The geometry in XYZ format:
```
7
Properties=species:S:1:pos:R:3:forces:R:3:lowdin_charge:R:1
O -0.53666 2.19720 -1.79157 -0.2 -0.9 0.5 -0.101
H 0.17155 1.62827 -1.41338 -0.8 0.5 -0.3 0.052
H -1.37627 1.76914 -1.50859 1.0 0.4 -0.2 0.044
O 1.53189 -0.86206 1.35258 -0.5 0.9 0.9 -0.183
O 0.28205 -2.48741 0.58839 -1.5 -0.1 0.5 -0.175
C 0.41104 -1.41260 1.21982 2.1 -0.5 -1.8 -0.710
H -0.48359 -0.83252 1.55274 -0.2 -0.3 0.3 0.072
```
Positions in Å, forces in eV/Å.

2S+1: 1
E_tot, hartree: -265.670127
Gap between HOMO and LUMO, eV: 7.595
ΔE to the lowest compared entry with this formula, charge and spin, eV: 0.7537
LUMO, eV: 3.931
Net charge: -1



CH3O3P | ωB97M-V/def2-TZVPD

The geometry in XYZ format:
```
8
Properties=species:S:1:pos:R:3:forces:R:3:lowdin_charge:R:1
C -0.83339 -0.30479 1.05470 -0.2 1.6 0.6 0.021
O -0.41997 -0.24654 -1.62715 0.8 0.1 -0.1 -0.361
O 0.27002 0.26926 0.87009 -3.1 -2.7 1.2 -0.133
O 2.16727 -0.42165 -0.97230 0.2 0.0 -0.3 -0.314
P 0.85612 0.20302 -1.03067 -1.0 -1.1 -0.1 0.492
H -1.40017 -0.06112 2.04323 1.2 -0.7 -1.5 0.132
H -1.41454 -0.90271 0.24588 1.5 0.9 1.1 0.128
H 0.77465 1.46453 -0.58378 0.5 1.9 -1.0 0.035
```
Positions in Å, forces in eV/Å.

2S+1: 1
E_tot, hartree: -606.960096
Gap between HOMO and LUMO, eV: 9.955
ΔE to the lowest compared entry with this formula, charge and spin, eV: 1.7722
LUMO, eV: -1.245
Net charge: 0



CH3O3P | ωB97M-V/def2-TZVPD

The geometry in XYZ format:
```
8
Properties=species:S:1:pos:R:3:forces:R:3:lowdin_charge:R:1
C -1.07702 -0.45915 0.13487 -1.3 -1.2 -1.1 -0.437
O 0.03699 -0.70166 0.97936 0.4 -0.1 -0.3 -0.297
O -0.65180 -0.25143 -1.13493 0.1 1.2 0.1 -0.150
O 1.54610 1.13842 0.03766 0.8 0.3 -0.7 -0.329
P 1.15589 -0.48238 -0.15104 3.1 0.7 -0.1 0.868
H -1.76682 -1.26654 0.04842 -0.7 -0.9 1.1 0.115
H -1.47918 0.40091 0.60282 -1.0 1.4 0.1 0.134
H 2.23586 1.62183 -0.51717 -1.4 -1.5 0.8 0.096
```
Positions in Å, forces in eV/Å.

2S+1: 3
E_tot, hartree: -606.831419
Gap between HOMO and LUMO (spin up / spin down), eV: 7.036 / 6.926
ΔE to the lowest compared entry with this formula, charge and spin, eV: 0.8971
LUMO (spin up / spin down), eV: 0.728 / -3.187
Net charge: 0



CH3O3S | ωB97M-V/def2-TZVPD

The geometry in XYZ format:
```
8
Properties=species:S:1:pos:R:3:forces:R:3:lowdin_charge:R:1
C 1.45946 0.56063 -0.38369 -4.5 -1.7 0.9 -0.151
O -2.55801 0.65984 0.66354 -1.4 1.0 1.4 -0.601
O -1.19930 -1.18009 -0.04498 1.7 -3.9 0.6 -0.594
O 1.48132 -0.77134 0.09297 0.0 -0.4 -0.8 -0.210
S -1.75576 0.08934 -0.39998 -0.5 2.7 -1.9 0.581
H 1.72144 1.01815 0.51139 1.9 2.0 1.4 -0.031
H 0.62383 -1.23619 -0.09212 0.4 0.6 -0.2 0.020
H 0.22702 0.85967 -0.34714 2.3 -0.3 -1.4 -0.013
```
Positions in Å, forces in eV/Å.

2S+1: 1
E_tot, hartree: -663.728752
Gap between HOMO and LUMO (spin up / spin down), eV: 8.020 / 5.556
ΔE to the lowest compared entry with this formula, charge and spin, eV: 3.8803
LUMO (spin up / spin down), eV: 4.005 / 3.864
Net charge: -1



CH3O3S | ωB97M-V/def2-TZVPD

The geometry in XYZ format:
```
8
Properties=species:S:1:pos:R:3:forces:R:3:lowdin_charge:R:1
C 1.39501 -0.65821 0.27487 2.8 -2.0 -0.2 -0.109
O -2.59176 1.30119 -0.46237 0.3 0.5 0.7 -0.557
O -4.18508 -0.70922 0.48621 1.5 1.2 -0.7 -0.853
O 2.46998 -0.80147 -0.33877 -2.7 0.6 1.5 -0.086
S -2.89404 -0.36083 -0.38206 -0.6 -2.7 0.3 0.493
H 1.28928 -1.20433 1.30543 -0.1 1.1 -1.5 0.099
H 0.53092 -0.15361 -0.16296 -0.2 0.2 0.2 0.056
H -3.49962 1.56773 -0.46043 -1.0 1.0 -0.3 -0.044
```
Positions in Å, forces in eV/Å.

2S+1: 1
E_tot, hartree: -663.767900
Gap between HOMO and LUMO, eV: 5.129
ΔE to the lowest compared entry with this formula, charge and spin, eV: 2.8150
LUMO, eV: 3.554
Net charge: -1



CH3O3S | ωB97M-V/def2-TZVPD

The geometry in XYZ format:
```
8
Properties=species:S:1:pos:R:3:forces:R:3:lowdin_charge:R:1
C -0.88307 -0.40527 0.19729 2.6 1.4 -4.0 -0.358
O 1.19114 1.22270 -0.03551 0.4 1.2 -0.1 -0.544
O 1.92091 -1.05101 -0.56196 0.2 -0.8 -0.5 -0.608
O -1.13639 0.90965 -0.13736 -0.4 0.4 0.7 -0.276
S 1.23642 -0.20720 0.43340 -1.1 -0.8 0.4 0.680
H -1.06382 -0.84939 1.12479 -1.2 -0.3 1.6 0.010
H -1.14304 -0.98682 -0.74516 0.6 -0.3 1.5 0.082
H -0.12215 1.36733 -0.27550 -1.2 -0.9 0.5 0.014
```
Positions in Å, forces in eV/Å.

2S+1: 1
E_tot, hartree: -663.812340
Gap between HOMO and LUMO, eV: 7.232
ΔE to the lowest compared entry with this formula, charge and spin, eV: 1.6057
LUMO, eV: 4.125
Net charge: -1



CH3O3S2 | ωB97M-V/def2-TZVPD

The geometry in XYZ format:
```
9
Properties=species:S:1:pos:R:3:forces:R:3:lowdin_charge:R:1
C 1.12213 -0.80646 -1.51120 2.3 1.2 -1.3 -0.548
O -0.40798 1.17026 2.53675 -0.6 -0.2 -0.2 -0.488
O -2.64405 0.13044 2.29540 -0.7 0.2 0.2 -0.468
O -1.86312 1.98357 0.72215 -0.4 -0.8 0.8 -0.493
S 2.72256 -1.48558 -0.96004 -0.5 0.0 -0.2 0.472
S -1.55177 0.84548 1.64225 1.8 0.7 -0.8 0.460
H 1.12636 0.14495 -0.94694 -0.2 0.0 -0.5 0.027
H 0.32084 -1.36420 -1.12585 -1.1 -0.8 0.1 -0.014
H 1.17503 -0.61847 -2.65252 -0.5 -0.3 2.0 0.051
```
Positions in Å, forces in eV/Å.

2S+1: 3
E_tot, hartree: -1061.978057
Gap between HOMO and LUMO (spin up / spin down), eV: 6.353 / 5.801
ΔE to the lowest compared entry with this formula, charge and spin, eV: 0.0000
LUMO (spin up / spin down), eV: 3.052 / 0.697
Net charge: -1



CH3O3Si | ωB97M-V/def2-TZVPD

The geometry in XYZ format:
```
8
Properties=species:S:1:pos:R:3:forces:R:3:lowdin_charge:R:1
C -1.39582 0.17569 -0.13438 -0.4 -0.1 0.3 -0.848
O -2.07726 1.18669 -0.04730 0.3 0.4 -0.3 -0.069
O -1.76819 -1.03977 -0.01494 0.3 -0.4 0.1 -0.191
O 1.80861 1.17225 -0.40982 -2.0 -3.0 -0.1 -0.424
Si 0.38210 -0.44556 -0.13082 0.1 3.8 -0.1 0.766
H 1.95468 1.25096 0.52925 0.3 0.3 0.5 -0.102
H 0.43421 -1.52901 -1.04806 0.9 -0.6 -0.8 -0.070
H 0.66167 -0.77126 1.25607 0.5 -0.3 0.4 -0.061
```
Positions in Å, forces in eV/Å.

2S+1: 1
E_tot, hartree: -555.158038
Gap between HOMO and LUMO, eV: 8.009
ΔE to the lowest compared entry with this formula, charge and spin, eV: 1.7944
LUMO, eV: 4.013
Net charge: -1



CH3O4P | ωB97M-V/def2-TZVPD

The geometry in XYZ format:
```
9
Properties=species:S:1:pos:R:3:forces:R:3:lowdin_charge:R:1
C -0.11864 -0.03440 -0.03592 -0.7 -0.1 -0.3 -0.118
O -2.71740 -0.97493 -0.64348 0.1 -0.4 0.4 -0.229
O -1.47420 1.59555 -2.38605 0.6 1.7 -1.3 -0.103
O -2.12462 1.58372 -1.12585 -0.2 -1.1 0.9 -0.149
O -1.28732 0.20147 -2.56748 -0.2 -1.0 0.9 -0.149
P -1.68090 -0.01859 -0.95844 0.5 1.0 -0.7 0.568
H 0.55016 0.74296 -0.39277 -0.1 0.1 -0.1 0.061
H -0.34540 0.11930 1.01437 0.0 0.0 0.1 0.060
H 0.33891 -1.01033 -0.16386 0.1 -0.1 0.0 0.060
```
Positions in Å, forces in eV/Å.

2S+1: 1
E_tot, hartree: -682.093940
Gap between HOMO and LUMO, eV: 11.205
ΔE to the lowest compared entry with this formula, charge and spin, eV: 5.4512
LUMO, eV: 0.598
Net charge: 0



CH3O4P2 | ωB97M-V/def2-TZVPD

The geometry in XYZ format:
```
10
Properties=species:S:1:pos:R:3:forces:R:3:lowdin_charge:R:1
C 1.94405 0.02490 0.41667 -1.8 -0.2 -4.0 -0.904
O 2.63975 0.39586 1.26658 2.0 0.4 2.8 0.054
O 1.96503 -0.92800 -0.52329 1.1 0.0 1.1 -0.338
O -2.15530 -0.81720 0.21318 -3.0 0.5 -1.1 -0.698
O -1.38214 1.63791 -0.62318 0.0 1.0 -0.4 -0.227
P -0.74070 -0.98173 0.60104 3.5 -1.2 0.4 0.434
P 0.65287 0.28884 -0.82997 -0.3 -0.9 0.1 0.831
H -1.84911 0.78094 -0.58356 -0.4 -0.3 0.5 -0.041
H -0.96164 1.73422 0.23498 -0.4 0.1 0.4 -0.005
H -0.11282 -2.13573 -0.17244 -0.6 0.6 0.4 -0.106
```
Positions in Å, forces in eV/Å.

2S+1: 1
E_tot, hartree: -1023.604407
Gap between HOMO and LUMO, eV: 7.358
ΔE to the lowest compared entry with this formula, charge and spin, eV: 4.9585
LUMO, eV: 4.028
Net charge: -1



CH3O4P2 | ωB97M-V/def2-TZVPD

The geometry in XYZ format:
```
10
Properties=species:S:1:pos:R:3:forces:R:3:lowdin_charge:R:1
C -0.61155 -1.67213 1.63773 -0.5 -0.6 1.5 -0.879
O -1.79032 -1.53641 1.38673 -0.1 0.1 -0.2 -0.093
O 0.05594 -2.16341 2.51729 0.8 -0.1 0.0 -0.014
O -0.57219 0.56296 0.02894 0.4 1.1 0.7 -0.846
O 1.70660 2.35746 -1.06124 0.3 0.2 -0.3 -0.108
P -1.30838 -0.56136 -0.94058 -1.9 -0.1 -2.4 0.510
P 0.49158 -0.80829 0.12604 1.2 -0.5 0.9 0.619
H 1.09523 2.55615 -0.34755 -0.2 -0.2 0.1 0.013
H 1.58289 1.41108 -1.20810 -0.1 0.1 0.2 -0.025
H -0.64981 -0.14606 -2.13926 0.1 0.0 -0.4 -0.175
```
Positions in Å, forces in eV/Å.

2S+1: 3
E_tot, hartree: -1023.524669
Gap between HOMO and LUMO (spin up / spin down), eV: 4.948 / 6.676
ΔE to the lowest compared entry with this formula, charge and spin, eV: 0.0000
LUMO (spin up / spin down), eV: 4.127 / 1.698
Net charge: -1



CH3O6S3 | ωB97M-V/def2-TZVPD

The geometry in XYZ format:
```
13
Properties=species:S:1:pos:R:3:forces:R:3:lowdin_charge:R:1
C 0.10886 -0.97262 -1.68412 1.6 -1.7 -1.8 -0.141
O -0.52665 -1.69836 -0.68111 -0.7 -0.7 1.3 -0.251
S -0.04337 -1.30775 0.79091 -3.2 0.4 3.5 0.454
O -0.69115 -2.10776 1.82283 -0.4 0.1 -2.1 -0.295
O 1.34241 -1.43157 0.85377 3.3 0.4 -0.8 -0.256
O -0.59577 0.10326 0.95381 -0.7 0.0 -0.1 -0.432
S -0.19938 2.04271 1.00730 1.6 2.4 -1.2 0.301
O 0.24533 2.04310 -0.35697 0.2 -0.6 -0.3 -0.428
O 0.73255 2.01713 2.08441 0.2 -0.9 0.5 -0.388
S -1.26404 3.76898 1.19116 -0.8 -1.5 0.3 0.194
H -0.40583 -0.13308 -1.99598 -1.4 1.9 -0.2 0.057
H 0.18734 -1.64106 -2.57620 0.0 0.3 0.7 0.104
H 1.10970 -0.68299 -1.40982 0.4 0.1 0.2 0.083
```
Positions in Å, forces in eV/Å.

SMILES: COS(=O)(=O)OS(=O)(=O)[S-]
2S+1: 1
E_tot, hartree: -1685.912212
Gap between HOMO and LUMO, eV: 7.376
ΔE to the lowest compared entry with this formula, charge and spin, eV: 0.0000
LUMO, eV: 1.835
Net charge: -1



CH3O7PS | ωB97M-V/def2-TZVPD

The geometry in XYZ format:
```
13
Properties=species:S:1:pos:R:3:forces:R:3:lowdin_charge:R:1
C -1.09385 -0.90094 -0.48656 2.6 1.6 0.2 -0.137
S -0.88564 0.10649 0.91903 -0.5 -0.1 2.8 0.613
O -0.62856 -0.42321 2.28212 -1.3 0.5 -0.6 -0.401
O -2.25254 0.73640 0.97241 0.3 -0.5 0.3 -0.455
O -0.39219 1.46397 0.10263 0.0 1.1 0.1 -0.312
O 0.91739 1.66321 -0.40378 0.4 0.5 -0.3 -0.230
P 1.85826 0.27002 -0.33271 -0.5 -1.5 -1.7 0.090
O 1.74235 -0.49985 -1.66561 -0.3 0.8 1.3 -0.439
O 3.21951 0.69434 0.02224 1.4 0.7 0.5 -0.376
O 1.01191 -0.34440 0.81397 1.2 -0.4 -0.6 -0.425
H -0.10824 -0.99023 -0.92111 -0.2 -1.0 -0.6 0.025
H -1.76595 -1.63613 -0.37577 -1.9 -3.2 0.8 0.024
H -1.62246 -0.13969 -0.92687 -1.3 1.5 -2.2 0.022
```
Positions in Å, forces in eV/Å.

SMILES: CS1(=O)([O-])OO[P@@](=O)([O-])O1
2S+1: 1
E_tot, hartree: -1306.074492
Gap between HOMO and LUMO, eV: 7.206
ΔE to the lowest compared entry with this formula, charge and spin, eV: 0.0000
LUMO, eV: 6.260
Net charge: -2